{
  "formula": "C25H44O2P2Rh",
  "method": "the ωB97M-V functional and the def2-TZVPD basis",
  "elements": ["Rh", "C", "C", "C", "C", "C", "C", "H", "H", "H", "C", "H", "H", "H", "C", "H", "H", "H", "C", "H", "H", "H", "C", "H", "H", "H", "C", "C", "C", "C", "C", "C", "C", "C", "H", "H", "H", "H", "H", "H", "H", "H", "H", "H", "H", "H", "P", "C", "C", "P", "C", "C", "C", "H", "H", "H", "H", "H", "H", "H", "H", "H", "H", "H", "H", "H", "H", "C", "O", "C", "O", "H", "H", "H"],
  "coordinates": [[0.703, -0.370, -0.293], [-2.634, -1.179, 1.783], [-2.572, 0.239, 1.834], [-3.716, -0.358, -0.084], [-3.300, -1.545, 0.567], [-3.243, 0.752, 0.674], [-2.001, -2.217, 2.650], [-1.302, -1.768, 3.357], [-1.468, -2.955, 2.011], [-2.744, -2.783, 3.242], [-3.691, -2.913, 0.186], [-2.904, -3.629, 0.445], [-3.870, -3.009, -0.887], [-4.606, -3.224, 0.714], [-4.707, -0.257, -1.174], [-5.711, -0.116, -0.734], [-4.754, -1.152, -1.797], [-4.541, 0.594, -1.851], [-3.507, 2.168, 0.340], [-4.531, 2.410, 0.636], [-3.433, 2.371, -0.732], [-2.845, 2.847, 0.873], [-1.907, 1.117, 2.869], [-2.642, 1.565, 3.596], [-1.364, 1.957, 2.364], [-1.135, 0.563, 3.446], [3.132, -0.648, -0.645], [3.353, -1.040, 0.796], [3.967, 0.124, 1.685], [3.704, 1.571, 1.233], [2.483, 1.951, 0.529], [2.425, 2.187, -0.963], [3.678, 1.698, -1.731], [4.172, 0.277, -1.294], [5.053, -0.099, 1.693], [4.566, 1.984, 0.701], [3.615, 0.049, 2.724], [5.055, 0.504, -0.690], [2.748, -1.397, -1.373], [3.999, -1.933, 0.964], [4.628, -0.280, -2.139], [3.490, 1.591, -2.795], [2.232, 3.250, -1.186], [4.370, 2.539, -1.636], [3.593, 2.215, 2.122], [1.731, 2.512, 1.086], [1.717, -1.616, 1.346], [1.746, -3.256, 0.595], [1.311, -1.045, 3.040], [-0.433, 1.831, -1.337], [1.393, 1.193, -1.511], [-0.356, 3.344, -0.321], [-0.343, 2.134, -3.130], [1.504, -3.079, -0.463], [1.021, -3.842, 1.192], [2.786, -3.615, 0.674], [1.868, -0.197, 3.480], [1.400, -1.888, 3.729], [0.271, -0.716, 3.025], [0.609, 2.659, -3.294], [-1.236, 2.727, -3.356], [-0.363, 1.150, -3.615], [1.675, 0.883, -2.557], [2.059, 0.296, -0.638], [-1.309, 3.836, -0.472], [0.465, 3.930, -0.707], [-0.253, 3.086, 0.726], [-1.969, -2.083, -3.074], [-1.381, -1.339, -1.967], [-0.011, -1.523, -1.860], [0.628, -2.255, -2.600], [-1.560, -3.113, -3.152], [-1.753, -1.561, -4.029], [-3.055, -2.106, -2.840]],
  "atomic_forces_ev_per_a": [[-3.11, 1.04, 0.50], [1.18, 2.17, 0.45], [0.76, -1.70, 0.91], [0.62, -0.85, 0.95], [-1.67, 1.93, -1.39], [-0.38, -1.18, -0.60], [-0.03, -0.15, 0.15], [-0.13, -0.20, 0.03], [-0.19, 0.36, 0.45], [0.25, 0.19, -0.27], [0.12, -0.55, -0.08], [-0.14, -0.04, 0.00], [-0.08, 0.05, 0.13], [0.19, 0.03, -0.12], [-0.62, 0.26, -0.50], [0.21, -0.05, -0.30], [-0.01, 0.02, 0.08], [0.06, -0.18, 0.18], [-0.06, 0.09, 0.15], [-0.10, 0.15, 0.00], [-0.01, -0.13, 0.05], [-0.04, 0.03, 0.07], [0.13, 0.28, 0.15], [0.74, -0.38, -0.64], [-0.47, -0.53, 0.47], [-0.64, 0.34, -0.16], [-0.43, 0.48, -0.62], [1.07, 0.01, 1.71], [0.15, -0.95, -0.43], [0.50, 0.96, 1.14], [-0.91, 1.13, -0.84], [0.68, -1.90, -0.60], [0.19, 0.52, 0.19], [1.07, 0.43, -0.30], [-0.52, 0.51, 0.15], [0.01, -0.19, -0.05], [0.31, -0.31, -0.44], [-0.33, -0.66, 0.53], [0.69, 0.16, 0.79], [0.12, 0.65, -0.48], [-0.54, 0.51, 0.13], [-0.42, 0.60, -0.12], [-0.14, -0.44, -0.20], [0.86, -0.70, 0.07], [0.65, -0.50, 0.17], [0.13, -0.39, -0.02], [-0.35, 1.67, -1.41], [0.24, -0.66, 1.60], [-0.20, -0.83, 0.74], [1.02, -2.66, 0.33], [-2.58, 1.90, -0.92], [0.25, -0.15, -1.14], [-0.55, 1.00, 0.33], [-0.23, -0.38, 0.52], [0.37, -0.37, -0.95], [-0.59, -0.43, 0.11], [0.15, -0.54, -0.76], [-0.08, 0.11, 0.20], [0.17, -0.26, -0.14], [-0.61, 0.06, -0.60], [0.34, -0.05, -0.65], [-0.06, 0.38, 0.06], [-0.76, 0.12, 1.18], [3.14, -0.88, -0.55], [-0.04, 0.31, 0.01], [0.07, 0.70, 0.35], [0.05, -0.03, 0.04], [-0.40, -0.18, -0.09], [1.62, -0.80, -0.58], [-0.20, -0.39, -0.60], [-0.74, 0.97, 1.05], [-0.25, 0.70, 0.24], [-0.27, -0.26, 0.58], [0.82, 0.06, -0.40]],
  "total_charge": 1,
  "s_squared": 6.043,
  "de_lowest_ev": 3.334,
  "spin_multiplicity": 5
}

{
  "formula": "C24H61CuO17P4",
  "method": "the ωB97M-V functional and the def2-TZVPD basis",
  "elements": ["Cu", "O", "H", "C", "C", "O", "P", "O", "O", "C", "C", "O", "C", "C", "H", "H", "H", "H", "H", "H", "H", "H", "H", "H", "H", "H", "H", "H", "H", "C", "C", "O", "P", "O", "O", "C", "C", "O", "C", "C", "H", "H", "H", "H", "H", "H", "H", "H", "H", "H", "H", "H", "H", "H", "H", "C", "C", "O", "P", "O", "O", "C", "C", "O", "C", "C", "H", "H", "H", "H", "H", "H", "H", "H", "H", "H", "H", "H", "H", "H", "H", "C", "C", "O", "P", "O", "O", "C", "C", "O", "C", "C", "H", "H", "H", "H", "H", "H", "H", "H", "H", "H", "H", "H", "H", "H", "H"],
  "coordinates": [[15.527, -11.305, 14.009], [16.999, -8.510, 14.512], [17.896, -8.122, 14.538], [12.413, -14.704, 10.046], [13.596, -15.239, 9.203], [14.367, -16.133, 10.018], [15.765, -15.723, 10.827], [15.728, -14.425, 11.556], [15.915, -17.052, 11.831], [15.370, -17.010, 13.134], [13.830, -17.185, 13.244], [16.937, -15.994, 9.735], [16.800, -16.997, 8.815], [17.290, -18.317, 9.399], [12.842, -14.034, 10.791], [11.688, -14.167, 9.435], [11.878, -15.469, 10.608], [13.121, -15.704, 8.340], [14.172, -14.333, 9.012], [15.829, -17.837, 13.675], [15.614, -16.076, 13.641], [13.580, -16.773, 14.222], [13.224, -16.803, 12.423], [13.650, -18.256, 13.331], [15.755, -17.152, 8.547], [17.324, -16.705, 7.905], [17.317, -19.064, 8.606], [18.295, -18.158, 9.788], [16.716, -18.641, 10.267], [10.762, -6.826, 14.855], [11.192, -8.169, 15.633], [10.079, -9.026, 15.495], [10.082, -10.265, 14.411], [11.417, -10.578, 13.872], [9.313, -11.481, 15.121], [8.720, -12.556, 14.474], [7.879, -13.294, 15.505], [9.072, -9.748, 13.248], [7.851, -9.162, 13.605], [6.826, -9.519, 12.573], [10.747, -6.891, 13.767], [9.845, -6.431, 15.292], [11.377, -5.978, 15.154], [12.158, -8.526, 15.274], [11.256, -8.008, 16.709], [8.150, -12.162, 13.633], [9.498, -13.180, 14.036], [7.532, -14.196, 15.001], [8.590, -13.673, 16.239], [7.155, -12.634, 15.982], [7.561, -9.360, 14.637], [8.020, -8.086, 13.560], [6.948, -9.106, 11.572], [6.892, -10.607, 12.559], [5.824, -9.282, 12.931], [18.458, -10.617, 4.943], [17.077, -10.464, 5.511], [16.705, -9.117, 5.633], [15.164, -8.770, 5.900], [14.902, -7.325, 6.034], [14.775, -9.712, 7.231], [14.914, -9.171, 8.545], [13.512, -8.813, 8.974], [14.397, -9.492, 4.660], [13.052, -9.620, 4.717], [12.827, -11.141, 4.494], [18.835, -11.633, 4.827], [18.484, -10.183, 3.944], [19.240, -10.033, 5.427], [16.394, -11.076, 4.922], [17.012, -10.874, 6.519], [15.383, -9.974, 9.114], [15.566, -8.299, 8.599], [13.494, -8.330, 9.951], [13.078, -8.154, 8.222], [12.950, -9.746, 9.010], [12.753, -9.239, 5.693], [12.497, -9.078, 3.951], [13.422, -11.729, 5.192], [11.770, -11.334, 4.678], [13.047, -11.449, 3.472], [15.463, -9.338, 20.118], [15.938, -10.721, 20.556], [14.813, -11.650, 20.369], [15.001, -12.927, 19.446], [15.212, -12.591, 18.002], [13.797, -13.908, 19.755], [12.445, -13.533, 19.396], [12.027, -12.112, 19.827], [16.301, -13.683, 20.176], [16.184, -14.289, 21.460], [17.231, -13.593, 22.312], [14.586, -9.379, 19.472], [15.201, -8.645, 20.917], [16.146, -8.811, 19.451], [16.732, -10.993, 19.861], [16.342, -10.788, 21.566], [12.343, -13.562, 18.311], [11.719, -14.235, 19.805], [12.595, -11.330, 19.322], [10.991, -11.965, 19.521], [12.091, -11.974, 20.906], [15.190, -14.060, 21.845], [16.385, -15.358, 21.406], [17.415, -14.210, 23.191], [18.172, -13.603, 21.762], [16.879, -12.599, 22.587]],
  "atomic_forces_ev_per_a": [[0.77, 1.15, 0.26], [-0.45, -0.45, -0.07], [-0.42, -0.77, -0.15], [0.54, 0.01, 0.40], [-1.33, 1.33, 1.61], [1.58, -0.03, 0.74], [-1.14, -1.47, 0.52], [0.33, -1.41, -1.27], [-0.04, 1.91, -2.15], [-1.17, 0.35, 0.74], [1.00, -0.89, 0.24], [-1.21, 2.73, 2.86], [-0.62, -2.52, -1.24], [0.72, 0.30, -0.17], [-0.22, 0.19, 0.04], [0.13, 0.07, -0.07], [0.07, -0.29, -0.27], [1.02, -0.44, -0.18], [0.22, -0.31, -0.81], [0.16, 0.14, -0.06], [0.38, 0.05, -0.22], [-0.42, 0.24, -0.20], [0.25, 0.32, 0.18], [-0.32, -0.05, -0.22], [-0.08, 0.27, -0.18], [0.24, -0.04, 0.14], [-0.03, -0.17, 0.19], [0.22, -0.15, -0.18], [-0.31, -0.02, -0.37], [0.86, -0.24, 1.91], [-0.46, 2.78, -0.89], [-0.84, -3.38, -1.20], [0.34, 1.21, -0.35], [-0.72, -0.03, 0.28], [1.26, 2.80, 1.19], [-0.63, -0.51, -0.83], [1.32, -0.35, -0.66], [1.78, -1.39, 0.88], [-0.40, 2.22, -0.26], [-0.63, -1.11, 0.59], [-0.12, -0.29, 0.20], [-0.64, -0.70, -0.41], [0.87, -0.23, -0.30], [-0.34, -0.46, -0.19], [0.18, 0.34, -0.11], [-0.37, -0.17, -0.04], [0.03, -0.28, 0.13], [-0.81, 0.17, 0.20], [-0.14, 0.17, 0.36], [-0.20, -0.38, -0.23], [-0.17, -0.47, -0.08], [-0.01, 0.25, 0.25], [0.37, 0.01, 0.23], [-0.38, -0.17, -0.63], [-0.02, 0.16, -0.03], [0.91, 0.96, -0.97], [0.46, -1.85, 0.99], [-1.28, 1.06, -0.61], [-0.06, -0.15, 0.73], [0.17, -1.26, 0.15], [0.72, 0.91, -3.10], [-0.20, 0.32, 0.26], [0.16, -0.31, 0.38], [4.34, 1.48, 0.82], [-2.24, -2.03, 0.23], [-1.12, 0.79, 0.59], [-0.44, -0.13, 0.32], [-0.26, -0.10, -0.29], [-0.22, -0.09, 0.64], [-0.31, 0.40, -0.27], [0.21, -0.26, 0.12], [-0.18, 0.09, 0.27], [0.11, 0.00, -0.35], [-0.06, -0.02, 0.00], [-0.01, 0.07, 0.12], [-0.29, 0.14, 0.09], [-0.85, -0.39, 0.04], [0.39, 0.36, -0.14], [0.00, 0.10, 0.01], [-0.09, -0.34, -0.03], [0.16, 0.23, 0.03], [-0.37, 0.77, -0.17], [-0.27, 0.34, -1.50], [0.18, -0.13, 0.79], [2.53, -0.32, -0.91], [-0.20, -0.66, 2.02], [-0.37, 0.42, 0.47], [-0.58, 1.28, -0.47], [0.03, -0.38, -0.09], [-1.98, 0.53, -2.34], [0.20, 1.08, 0.42], [-0.08, -0.95, 0.22], [-0.18, -0.53, 0.19], [0.09, -0.21, 0.22], [0.56, -0.20, 0.32], [0.05, -0.32, 0.14], [-0.45, 0.01, -0.02], [0.24, -0.24, -0.09], [0.60, -0.31, 0.25], [0.13, -0.15, 0.10], [-0.13, -0.15, 0.05], [0.07, 0.02, -0.05], [-0.06, -0.52, 0.20], [-0.26, 0.02, -0.24], [-0.10, 0.26, 0.34], [-0.04, 0.43, -0.03], [0.40, -0.07, 0.02]],
  "e_tot_ha": -5236.18427
}

Number 1: molecular weight 541.5 g/mol. Number 2: molecular weight 809.2 g/mol.